Entry 1:
ORCA calculation (ωB97M-V/def2-TZVPD) on a cluster of 2 separate species, C3H8N2 in total.

XYZ file:
```
13
Properties=species:S:1:pos:R:3:forces:R:3:nbo_charge:R:1
C -0.321 1.775 -0.870 0.200 0.194 -0.154 -0.528
C 0.160 1.824 0.370 0.334 -0.350 -0.251 0.015
N 0.330 0.754 1.232 0.490 0.415 0.311 -0.840
H -0.547 0.844 -1.369 -0.369 -0.062 0.157 0.195
H -0.360 2.684 -1.451 -0.046 -0.026 -0.012 0.199
H 0.605 2.741 0.740 -0.246 0.149 0.047 0.176
H -0.346 0.017 1.320 -0.033 -0.012 -0.342 0.406
H 0.871 0.975 2.047 -0.267 -0.201 0.210 0.372
C 0.201 -2.266 -0.683 -0.172 0.316 0.216 -0.030
N -0.775 -1.878 0.024 -0.231 -0.490 -0.132 -0.614
H 0.596 -1.576 -1.426 0.231 -0.071 0.059 0.169
H 0.668 -3.241 -0.550 0.046 -0.071 -0.291 0.150
H -1.083 -2.653 0.617 0.063 0.207 0.181 0.330
```
Forces are in eV/Å.

Results
**SMILES**: C=CN.C=N
**ΔE to the lowest compared entry with this formula, charge and spin**: 2.564 eV
**Multiplicity**: 1


Entry 2:
ORCA calculation (ωB97M-V/def2-TZVPD) on a structure of composition C3H8N2 in a non-equilibrium geometry.

XYZ file:
```
13
Properties=species:S:1:pos:R:3:forces:R:3:nbo_charge:R:1
C -1.208 -0.941 -0.100 6.086 0.920 0.405 0.131
C -2.259 0.087 0.057 -0.298 0.257 0.114 -0.692
C 2.416 0.442 -0.051 -0.496 1.209 -0.191 -0.498
N 0.124 -0.593 0.057 -2.858 -0.014 -0.274 -0.382
N 1.894 -0.844 0.077 -2.259 -2.300 -0.014 -0.373
H -1.416 -1.959 -0.370 -0.049 -0.293 -0.045 0.201
H -2.116 0.912 -0.644 0.025 -0.085 -0.018 0.240
H -2.245 0.512 1.062 -0.032 -0.035 0.039 0.240
H -3.239 -0.341 -0.118 -0.170 -0.026 -0.003 0.234
H 2.250 1.132 0.798 0.073 0.104 0.029 0.143
H 3.491 0.240 -0.100 0.005 -0.079 0.040 0.252
H 2.144 0.962 -0.983 0.208 0.171 -0.058 0.159
H 0.164 0.390 0.315 -0.234 0.169 -0.025 0.346
```
Forces are in eV/Å.

Results
**ΔE to the lowest compared entry with this formula, charge and spin**: 6.014 eV
**Multiplicity**: 1